Below is a 3-piece molecular cluster, C30H49BBrF2O13P overall in a non-equilibrium geometry, with properties calculated with ωB97M-V/def2-TZVPD.

Properties
HOMO level ... -8.737 eV
Gap between HOMO and LUMO ... 0.2794 hartree
Molecular weight ... 777.39 g mol⁻¹
Max |F| ... 3.25 eV Å⁻¹
SMILES ... CCc1c(CCCF)c(CCF)c(P(=O)(O)O)c2c1C(=O)C(Br)=C(CB(O)O)C2=O.COCCOCCOC.COCCOCCOC
Total energy ... -5290.54251 hartree

Last column: Löwdin charge in e.
CARTESIAN COORDINATES (ANGSTROEM)
C 4.26 4.26 3.14  -0.0828
C 4.94 3.07 2.28  -0.1555
C 3.96 2.68 1.14  -0.0645
C 3.87 3.50 -0.10  -0.0637
C 4.84 4.74 -0.19  -0.1354
C 4.24 6.05 0.50  -0.1414
C 3.94 7.20 -0.55  -0.1712
F 2.52 7.28 -0.73  -0.0992
C 2.91 3.17 -1.18  -0.0999
C 2.94 4.14 -2.41  -0.1013
C 4.16 3.65 -3.32  -0.1470
F 3.98 2.27 -3.60  -0.0774
C 1.99 2.00 -1.09  -0.0956
P 0.75 1.61 -2.40  0.6096
O -0.37 0.76 -1.90  -0.2822
O 1.48 0.95 -3.75  -0.1420
O -0.02 3.00 -2.99  -0.1693
C 2.13 1.17 0.11  -0.0201
C 3.08 1.50 1.20  0.0097
C 3.07 0.55 2.46  -0.3331
O 4.05 0.23 3.07  0.0977
C 1.63 0.01 2.79  -0.5017
Br 1.17 -0.14 4.68  0.7608
C 0.75 -0.32 1.80  -0.1796
C -0.67 -0.86 2.05  -0.0380
B -1.88 0.12 1.61  -0.5653
O -2.09 1.38 2.22  0.1271
O -2.77 -0.31 0.62  0.1263
C 1.30 -0.14 0.34  -0.2766
O 1.13 -1.00 -0.47  0.1280
H 3.27 4.56 2.72  0.0717
H 4.94 5.15 3.20  0.0710
H 4.11 3.94 4.21  0.0783
H 5.14 2.26 3.02  0.0985
H 5.93 3.45 1.94  0.1030
H 5.04 5.03 -1.26  0.0784
H 5.86 4.50 0.23  0.1132
H 5.00 6.49 1.21  0.1114
H 3.28 5.78 1.00  0.1062
H 4.34 8.20 -0.23  0.1211
H 4.37 7.00 -1.57  0.1079
H 3.19 5.20 -2.11  0.0939
H 2.05 4.10 -3.07  0.0993
H 5.15 3.76 -2.82  0.1128
H 4.15 4.17 -4.32  0.1273
H 1.04 1.37 -4.52  0.0851
H 0.23 3.68 -2.34  0.0612
H -0.77 -1.80 1.42  0.1167
H -0.85 -1.22 3.11  0.0951
H -1.27 1.88 2.09  0.1042
H -2.31 -0.79 -0.08  0.1106
C 3.00 -3.37 2.01  -0.0949
O 2.26 -4.46 1.50  -0.1941
C 1.56 -4.13 0.30  -0.1937
C 1.36 -5.37 -0.55  -0.1704
O 2.52 -5.76 -1.28  -0.1266
C 3.58 -6.34 -0.52  -0.1782
C 3.28 -7.75 -0.04  -0.2000
O 2.40 -7.73 1.07  -0.2044
C 1.59 -8.89 1.15  -0.1130
H 2.34 -2.56 2.31  0.0687
H 3.56 -3.72 2.88  0.0946
H 3.72 -3.01 1.26  0.0950
H 2.10 -3.37 -0.27  0.1157
H 0.58 -3.72 0.60  0.1170
H 0.61 -5.12 -1.32  0.1288
H 0.95 -6.20 0.02  0.1180
H 3.88 -5.68 0.30  0.1182
H 4.43 -6.39 -1.20  0.1263
H 4.21 -8.23 0.28  0.1258
H 2.85 -8.32 -0.87  0.1255
H 1.00 -9.01 0.24  0.0869
H 0.91 -8.77 1.99  0.0880
H 2.22 -9.77 1.32  0.0864
C -6.06 1.39 1.35  -0.1048
O -6.67 1.12 0.10  -0.2029
C -5.78 0.50 -0.81  -0.1924
C -6.55 -0.36 -1.81  -0.1744
O -6.98 -1.61 -1.28  -0.1294
C -8.05 -1.56 -0.34  -0.1791
C -9.40 -1.25 -0.97  -0.2004
O -9.51 0.13 -1.26  -0.2039
C -10.36 0.38 -2.36  -0.1141
H -5.25 2.11 1.23  0.0895
H -6.82 1.81 2.01  0.0863
H -5.69 0.47 1.80  0.0885
H -5.06 -0.13 -0.28  0.1060
H -5.25 1.29 -1.34  0.1308
H -5.87 -0.61 -2.62  0.1260
H -7.38 0.19 -2.25  0.1162
H -7.82 -0.89 0.49  0.1188
H -8.11 -2.57 0.08  0.1258
H -10.20 -1.51 -0.26  0.1255
H -9.52 -1.85 -1.88  0.1250
H -10.00 -0.14 -3.25  0.0865
H -10.35 1.45 -2.56  0.0877
H -11.39 0.07 -2.14  0.0861

---

Below is a 3-piece molecular cluster, C30H49F2INO8S overall in a non-equilibrium geometry, with properties calculated with ωB97M-V/def2-TZVPD.

Properties
HOMO level ... -11.496 eV
Gap between HOMO and LUMO ... 0.2478 hartree
Molecular weight ... 748.69 g mol⁻¹
Charge ... +1
Max |F| ... 10.15 eV Å⁻¹
Total energy ... -2723.87913 hartree

Last column: Löwdin charge in e.
CARTESIAN COORDINATES (ANGSTROEM)
C 8.27 -0.56 0.89  -0.1545
C 6.62 -0.54 1.01  -0.2719
C 5.97 0.48 -0.12  -0.2285
C 4.35 0.22 -0.33  -0.2072
C 3.54 1.67 -0.53  -0.1974
C 2.38 1.50 -1.70  -0.2063
C 0.85 1.30 -1.05  -0.2133
C -0.34 1.39 -2.18  -0.1982
C -1.81 1.86 -1.54  -0.1237
C -2.39 0.81 -0.40  -0.1635
C -2.76 1.53 1.07  -0.2397
S -1.44 1.21 2.34  0.8892
O -0.81 2.62 2.69  -0.3353
O -0.23 0.35 1.83  -0.3378
F -1.93 0.54 3.83  -0.2590
C -4.35 1.48 1.41  -0.6870
I -5.19 0.15 2.92  1.0240
C -5.04 2.93 1.73  -0.2371
C -4.17 3.94 2.66  -0.1604
C -4.04 3.47 4.25  -0.1205
F -2.94 4.34 4.81  -0.1461
C -4.80 0.66 0.02  0.0103
N -3.77 0.33 -0.83  -0.0517
C -3.87 -0.50 -2.13  -0.0606
C -3.30 -2.00 -1.66  -0.0930
C -1.73 -2.44 -1.87  -0.0288
C -1.22 -3.93 -1.31  -0.0355
C -2.27 -4.95 -0.54  -0.0360
C -3.84 -4.48 -0.38  -0.0159
C -4.35 -3.01 -0.92  -0.1355
C -5.94 -2.63 -0.65  -0.1037
H 8.64 -1.45 1.58  0.0809
H 8.71 0.46 1.27  0.0795
H 8.61 -0.77 -0.21  0.0733
H 6.32 -0.22 2.10  0.1087
H 6.18 -1.62 0.84  0.1070
H 6.58 0.33 -1.12  0.1122
H 6.13 1.59 0.23  0.1074
H 3.94 -0.32 0.64  0.1115
H 4.20 -0.45 -1.30  0.1081
H 4.36 2.43 -0.93  0.1124
H 3.06 2.06 0.47  0.1140
H 2.43 2.46 -2.38  0.1094
H 2.58 0.54 -2.38  0.1138
H 0.83 0.19 -0.63  0.1132
H 0.68 2.05 -0.13  0.1212
H -0.41 0.43 -2.82  0.0995
H -0.03 2.27 -2.92  0.1315
H -2.54 1.94 -2.49  0.1284
H -1.65 2.95 -1.17  0.1301
H -1.58 -0.03 -0.40  0.1480
H -2.58 2.68 0.78  0.1466
H -5.27 3.45 0.69  0.1364
H -6.10 2.82 2.26  0.1139
H -3.07 4.14 2.31  0.1105
H -4.70 5.02 2.70  0.1470
H -3.65 2.37 4.38  0.0716
H -5.00 3.71 4.89  0.1375
H -5.89 0.29 -0.28  0.1703
H -3.14 -0.12 -2.97  0.1382
H -4.95 -0.54 -2.57  0.1397
H -0.94 -1.73 -2.38  0.0863
H -0.08 -4.24 -1.46  0.1023
H -1.84 -5.99 -0.13  0.1048
H -4.58 -5.23 0.18  0.1074
H -6.38 -1.98 -1.54  0.0810
H -6.02 -2.04 0.36  0.0497
H -6.51 -3.66 -0.55  0.0964
C 2.58 0.49 5.10  -0.0509
O 3.64 -0.37 5.49  -0.0127
C 4.69 0.27 6.06  -0.5612
O 4.78 1.47 6.25  0.1091
O 5.63 -0.66 6.39  -0.0124
C 6.80 -0.13 7.00  -0.0509
H 1.79 -0.13 4.65  0.0885
H 2.15 1.00 5.97  0.1005
H 2.92 1.20 4.34  0.0976
H 6.55 0.37 7.95  0.0998
H 7.31 0.56 6.33  0.0987
H 7.47 -0.96 7.22  0.0950
C -0.65 -0.74 -8.65  -0.0475
O -0.61 -2.03 -8.04  -0.0025
C -1.01 -2.04 -6.74  -0.5570
O -1.39 -1.08 -6.10  0.0879
O -0.92 -3.32 -6.29  0.0001
C -1.32 -3.49 -4.93  -0.0645
H -0.30 -0.85 -9.68  0.0987
H -1.67 -0.35 -8.67  0.0987
H 0.03 -0.05 -8.13  0.0989
H -2.37 -3.21 -4.80  0.0954
H -0.67 -2.91 -4.26  0.0655
H -1.21 -4.55 -4.67  0.0999

---

Below is a 7-piece molecular cluster, C30H50Br12FN2O6P2S overall in a non-equilibrium geometry, with properties calculated with ωB97M-V/def2-TZVPD.

Properties
HOMO level ... -10.401 eV
Gap between HOMO and LUMO ... 0.1871 hartree
Molecular weight ... 1606.60 g mol⁻¹
Charge ... +1
Max |F| ... 8.60 eV Å⁻¹
Total energy ... -33802.02618 hartree

Last column: Löwdin charge in e.
CARTESIAN COORDINATES (ANGSTROEM)
C 4.12 -1.72 -2.23  -0.3046
P 4.51 -0.29 -0.97  0.9436
O 5.41 0.99 -1.74  -0.3509
N 2.87 0.25 -0.45  -0.2116
C 2.53 -0.05 1.02  -0.0743
O 3.55 -0.76 1.87  -0.0641
C 1.07 0.35 1.72  -0.0665
S 0.83 -0.10 3.52  0.8912
O -0.23 0.74 4.27  -0.3155
O 0.29 -1.58 3.55  -0.3577
F 2.26 -0.07 4.48  -0.2231
C -0.02 1.09 0.74  0.0175
C -1.50 1.52 1.30  -0.1488
C -2.46 0.21 1.57  -0.1947
C -2.49 -0.89 0.36  -0.1858
C -3.50 -0.53 -0.89  -0.1515
C -5.08 -0.18 -0.58  -0.0179
C -6.09 0.14 -1.85  -0.0625
C -5.62 0.13 -3.42  -0.0588
C -4.03 -0.22 -3.75  -0.0589
C -3.00 -0.55 -2.47  -0.0581
C 0.34 1.38 -0.87  0.0149
C -0.79 2.07 -1.88  -0.1690
C -0.63 3.70 -2.01  -0.2029
C -0.54 4.23 -3.58  -0.2187
O -1.57 5.28 -3.80  -0.1366
C 1.86 0.94 -1.40  -0.1883
P 2.44 1.26 -3.19  0.9023
N 1.29 0.64 -4.41  -0.1850
O 2.44 3.02 -3.34  -0.3488
H 4.73 -2.69 -1.90  0.0698
H 4.34 -1.40 -3.34  -0.0601
H 2.97 -2.03 -2.11  0.0672
H 5.29 0.93 -2.73  0.0337
H 3.21 -1.70 2.03  0.1179
H -2.05 2.31 0.60  0.1298
H -1.35 2.09 2.33  0.1348
H -3.56 0.54 1.82  0.1255
H -2.04 -0.33 2.54  0.0544
H -1.45 -1.16 -0.10  0.1070
H -2.91 -1.90 0.84  0.1073
H -5.41 -0.17 0.56  0.1007
H -7.22 0.36 -1.62  0.0630
H -6.36 0.37 -4.30  0.0852
H -3.68 -0.24 -4.88  0.0819
H -1.89 -0.81 -2.79  0.0737
H -1.90 1.84 -1.52  0.1124
H -0.70 1.59 -2.96  0.0943
H 0.31 4.02 -1.36  0.0532
H -1.59 4.20 -1.51  0.1112
H -0.72 3.31 -4.30  0.1275
H 0.49 4.74 -3.80  0.1104
H -1.08 6.13 -3.99  0.0985
H 1.72 0.51 -5.35  0.0539
H 0.76 -0.20 -4.09  0.0418
H 2.96 3.31 -4.16  0.0847
Br -0.19 5.56 0.80  0.6481
C 0.16 7.35 0.12  -0.6588
C 1.03 7.31 -1.12  -0.6908
Br 2.90 6.98 -0.64  0.6140
H 0.59 7.93 0.94  0.0578
H -0.83 7.76 -0.13  0.0644
H 1.04 8.28 -1.62  0.0634
H 0.74 6.54 -1.83  0.0281
Br 2.58 -4.72 5.54  0.5929
C 3.32 -3.00 6.08  -0.6919
C 4.72 -3.15 6.63  -0.6926
Br 4.69 -3.86 8.45  0.6135
H 2.62 -2.55 6.80  0.0563
H 3.33 -2.39 5.17  0.0335
H 5.22 -2.18 6.71  0.0619
H 5.35 -3.82 6.04  0.0189
Br -10.68 1.09 -0.46  0.5991
C -10.28 3.00 -0.56  -0.6936
C -8.86 3.23 -1.03  -0.6934
Br -7.58 2.89 0.40  0.5936
H -10.48 3.42 0.43  0.0547
H -10.99 3.40 -1.28  0.0602
H -8.71 4.28 -1.29  0.0595
H -8.57 2.60 -1.87  0.0426
Br 5.15 -1.71 -5.72  0.6350
C 5.03 -3.65 -5.52  -0.6668
C 3.97 -4.23 -6.44  -0.6830
Br 2.18 -3.91 -5.73  0.5882
H 4.85 -3.86 -4.46  0.0444
H 6.02 -4.03 -5.80  0.0656
H 4.06 -5.32 -6.49  0.0645
H 3.99 -3.81 -7.45  0.0577
Br 4.03 -4.84 1.91  0.5695
C 5.32 -6.31 1.96  -0.6784
C 5.89 -6.49 3.34  -0.6817
Br 7.23 -5.13 3.74  0.6156
H 6.07 -6.09 1.20  0.0537
H 4.75 -7.19 1.65  0.0629
H 6.42 -7.44 3.41  0.0641
H 5.14 -6.44 4.13  0.0366
Br -3.10 -2.57 3.85  0.6645
C -2.34 -2.12 5.59  -0.6816
C -2.97 -2.94 6.69  -0.6910
Br -4.74 -2.27 7.14  0.6068
H -2.46 -1.04 5.72  0.0569
H -1.27 -2.35 5.50  0.0441
H -2.39 -2.85 7.61  0.0611
H -3.08 -4.00 6.44  0.0552

---

Below is C30H50BrCrN3OP2 as an isolated structure in a non-equilibrium geometry, with properties calculated with ωB97M-V/def2-TZVPD.

Properties
2S+1 ... 5
HOMO level (spin up / spin down) ... -13.329 / -13.582 eV
Energy relative to the best compared isomer or geometry (same formula, charge and spin) ... 0.00 kJ/mol
Gap between HOMO and LUMO (spin up / spin down) ... 0.2363 / 0.2549 hartree
Molecular weight ... 662.60 g mol⁻¹
Charge ... +2
Max |F| ... 3.38 eV Å⁻¹
Total energy ... -5713.15532 hartree

Last column: Mulliken spin population.
CARTESIAN COORDINATES (ANGSTROEM)
C -5.31 1.05 -1.24  -0.0004
C -4.38 0.70 -2.25  -0.0012
C -4.35 1.51 -3.40  -0.0006
C -5.35 2.47 -3.58  0.0000
N -6.30 2.69 -2.68  -0.0001
C -6.28 2.02 -1.54  0.0001
C -3.56 -0.51 -2.18  -0.0028
C -2.84 -1.51 -2.10  0.0002
C -1.79 -2.42 -1.82  0.0043
C -0.68 -1.71 -1.42  0.1003
C 0.54 -2.36 -1.14  0.1539
C 0.44 -3.68 -0.65  -0.0204
C -0.67 -4.45 -1.08  0.0071
C -1.78 -3.83 -1.72  0.0341
Cr 1.36 -1.51 0.62  3.9837
P 0.03 1.14 0.44  -0.0291
H -3.60 1.39 -4.18  0.0000
H -5.33 0.59 -0.25  0.0000
H -5.40 3.05 -4.49  0.0000
H -7.08 2.22 -0.84  0.0000
H -2.67 -4.40 -2.03  0.0009
H -0.79 -0.68 -1.16  0.0362
H -0.68 -5.53 -0.96  0.0024
H 1.59 -1.82 -1.24  -0.3211
C 0.99 2.53 1.23  -0.0210
C 0.60 3.97 0.92  -0.0002
H 2.04 2.36 0.93  0.0011
H 0.97 2.37 2.32  0.0072
H 1.31 4.67 1.39  -0.0005
H 0.63 4.20 -0.15  0.0002
H -0.39 4.24 1.31  -0.0001
C -0.57 1.89 -1.19  -0.0122
C -1.67 2.95 -1.17  -0.0043
H -0.94 1.05 -1.79  0.0024
H 0.32 2.27 -1.71  -0.0029
H -1.87 3.28 -2.21  -0.0002
H -2.62 2.54 -0.80  0.0007
H -1.41 3.85 -0.60  0.0003
C -1.59 1.10 1.35  -0.0181
C -2.12 2.38 1.99  -0.0034
H -1.47 0.33 2.13  0.0079
H -2.33 0.71 0.64  -0.0007
H -3.04 2.17 2.56  -0.0002
H -1.41 2.83 2.70  -0.0001
H -2.40 3.15 1.25  0.0004
Br 1.68 -4.10 0.84  -0.0075
P 2.74 0.18 -1.70  0.1283
C 3.04 1.96 -2.04  0.0187
C 4.42 2.39 -2.51  0.0044
H 2.79 2.46 -1.09  0.0019
H 2.28 2.26 -2.78  0.0026
H 4.41 3.48 -2.64  0.0004
H 5.21 2.16 -1.78  0.0003
H 4.70 1.95 -3.48  0.0003
C 4.36 -0.50 -1.12  -0.0392
C 5.16 -1.31 -2.13  -0.0017
H 4.11 -1.14 -0.24  0.0307
H 4.95 0.34 -0.73  -0.0055
H 6.02 -1.76 -1.64  -0.0003
H 4.57 -2.13 -2.57  0.0010
H 5.54 -0.68 -2.95  0.0005
C 2.33 -0.58 -3.34  -0.0005
C 3.06 -0.10 -4.59  0.0011
H 1.25 -0.39 -3.46  0.0026
H 2.41 -1.67 -3.22  -0.0017
H 2.69 -0.66 -5.45  0.0004
H 2.88 0.96 -4.80  -0.0001
H 4.14 -0.26 -4.55  0.0000
C 1.21 0.18 4.33  0.0163
N 0.37 -0.97 4.63  0.0083
C -0.33 -0.95 5.89  0.0005
C 0.04 -1.78 3.60  -0.0237
O 0.54 -1.47 2.48  -0.0687
N -0.80 -2.86 3.72  0.0018
C -0.62 -3.81 4.80  0.0002
C -1.17 -3.47 2.45  0.0226
H 1.60 0.58 5.28  0.0005
H 0.65 0.97 3.82  -0.0015
H 2.03 -0.13 3.68  0.0011
H -1.35 -1.34 5.79  0.0003
H 0.19 -1.55 6.64  0.0001
H -0.38 0.08 6.23  0.0000
H -0.20 -4.74 4.40  -0.0002
H 0.06 -3.42 5.55  0.0001
H -1.60 -4.01 5.26  0.0001
H -1.50 -2.71 1.73  0.0081
H -0.29 -3.95 1.99  -0.0073
H -1.95 -4.21 2.63  0.0008

---

Below is a 3-piece molecular cluster, C30H50F13N4O2 overall in a non-equilibrium geometry, with properties calculated with ωB97M-V/def2-TZVPD.

Properties
2S+1 ... 3
HOMO level (spin up / spin down) ... -10.234 / -11.182 eV
Gap between HOMO and LUMO (spin up / spin down) ... 0.2568 / 0.2916 hartree
Molecular weight ... 745.73 g mol⁻¹
Charge ... +1
Max |F| ... 1.99 eV Å⁻¹
Total energy ... -2840.51159 hartree

Last column: Mulliken spin population.
CARTESIAN COORDINATES (ANGSTROEM)
F 7.12 6.31 2.61  0.0000
C 6.60 5.08 2.62  0.0000
F 7.18 4.38 3.61  0.0000
F 5.28 5.13 2.88  0.0000
C 6.88 4.35 1.25  0.0000
F 7.86 3.43 1.39  0.0000
F 7.34 5.29 0.38  0.0000
C 5.64 3.73 0.55  0.0000
F 4.76 4.72 0.30  0.0000
F 6.07 3.27 -0.63  0.0000
C 4.99 2.53 1.33  0.0000
F 5.61 2.38 2.52  0.0000
F 5.18 1.40 0.62  0.0000
C 3.46 2.64 1.51  -0.0002
F 3.13 3.78 2.18  0.0000
F 2.93 2.75 0.27  -0.0001
C 2.78 1.43 2.20  -0.0046
F 2.65 0.44 1.28  -0.0018
F 3.51 0.97 3.23  0.0000
C 1.38 1.74 2.71  0.0016
C 0.30 1.78 1.62  -0.0095
C -0.61 3.02 1.58  0.0031
C -0.23 4.03 0.48  0.0001
N -0.71 5.38 0.80  -0.0001
C 0.16 5.85 1.89  0.0000
C 0.08 4.95 3.14  0.0000
N -0.77 3.74 2.90  0.0004
H 1.16 0.89 3.35  -0.0018
H 1.42 2.60 3.36  0.0002
H 0.72 1.68 0.63  -0.0041
H -0.33 0.91 1.74  0.0249
H -1.60 2.67 1.32  -0.0003
H -0.73 3.69 -0.42  -0.0001
H 0.83 4.06 0.32  0.0000
H -1.67 5.35 1.12  0.0000
H -0.04 6.88 2.15  0.0000
H 1.16 5.82 1.49  0.0000
H 1.08 4.69 3.46  0.0000
H -0.37 5.48 3.97  0.0000
H -1.73 4.06 2.92  0.0000
H -0.70 3.10 3.70  0.0001
C -1.64 -4.97 2.26  0.0130
C -1.41 -3.56 1.68  -0.0095
C -1.20 -3.61 0.16  0.0447
C 0.17 -4.15 -0.25  -0.0260
C 1.27 -3.34 0.42  0.0260
C 1.13 -3.30 1.95  0.0374
N -0.25 -2.88 2.34  0.4352
O -0.36 -1.59 2.21  0.4855
C 1.51 -4.69 2.51  0.0039
C 2.12 -2.32 2.55  -0.0128
C -2.71 -2.81 1.96  -0.0084
H -2.26 -4.91 3.15  -0.0032
H -2.16 -5.60 1.53  -0.0014
H -0.74 -5.49 2.56  -0.0067
H -1.31 -2.60 -0.25  0.0048
H -1.99 -4.20 -0.29  -0.0024
H 0.25 -5.21 0.00  -0.0010
H 0.27 -4.08 -1.33  0.0003
H 2.25 -3.76 0.17  0.0005
H 1.25 -2.32 0.03  0.0051
H 1.22 -4.77 3.56  -0.0074
H 2.59 -4.82 2.46  0.0003
H 1.08 -5.52 1.96  0.0003
H 1.98 -1.34 2.12  0.0096
H 3.15 -2.64 2.35  -0.0006
H 1.99 -2.26 3.63  0.0007
H -2.88 -2.70 3.03  0.0007
H -3.54 -3.38 1.54  0.0003
H -2.73 -1.82 1.50  0.0062
C -4.09 0.44 -3.44  0.0113
C -2.96 -0.58 -3.19  0.0432
C -1.81 -0.40 -4.19  0.0198
C -2.15 -0.91 -5.59  -0.0185
C -2.59 -2.37 -5.53  0.0168
C -3.76 -2.58 -4.57  0.0296
N -3.47 -1.98 -3.23  0.3749
O -2.67 -2.76 -2.57  0.5457
C -5.04 -2.00 -5.20  0.0112
C -4.04 -4.07 -4.40  -0.0029
C -2.43 -0.24 -1.80  -0.0392
H -4.61 0.67 -2.51  -0.0037
H -3.68 1.37 -3.83  -0.0001
H -4.86 0.11 -4.13  -0.0127
H -0.93 -0.93 -3.83  0.0046
H -1.54 0.66 -4.23  0.0013
H -2.92 -0.28 -6.05  -0.0011
H -1.27 -0.82 -6.23  0.0013
H -2.88 -2.71 -6.52  0.0010
H -1.74 -2.98 -5.22  0.0056
H -5.85 -1.95 -4.47  -0.0082
H -5.37 -2.65 -6.01  0.0000
H -4.90 -1.02 -5.65  0.0003
H -3.16 -4.62 -4.06  0.0014
H -4.34 -4.50 -5.36  0.0003
H -4.85 -4.24 -3.69  -0.0002
H -3.19 -0.41 -1.04  -0.0051
H -2.16 0.82 -1.77  -0.0009
H -1.55 -0.82 -1.53  0.0213